Entry 1:
Density functional theory data (the ωB97M-V functional and the def2-TZVPD basis) for C25H24ClN6O4PSTi as an isolated structure.

For the energy relative to the best compared isomer or geometry (same formula, charge and spin), the calculation gives 0.220 eV. Its total energy is -3645.92638 Ha. The spin multiplicity is 3. As for the frontier orbital gap (spin up / spin down): 0.196 / 0.319 hartree. The LUMO energy (spin up / spin down) is 0.019 / -0.017 eV.

Last column: Löwdin spin population.
Cartesian coordinates (Å):
H  -2.95479  1.19000  2.19394  0.0001
Cl  1.17241  -4.58684  2.57888  -0.0074
Ti  0.04501  0.21206  -0.19679  1.0887
N  -2.38808  -0.02975  0.64625  0.0094
C  2.84422  -4.53386  -1.56369  0.0007
C  0.34839  1.89559  2.09198  0.0049
H  -2.34757  3.32805  2.41135  0.0003
C  3.83354  0.23808  0.46260  0.0036
N  0.42238  0.13682  -2.42034  0.0124
C  2.38622  -3.25777  -1.27727  0.0024
O  -0.08208  0.70872  1.77444  0.0229
P  2.57092  -0.61886  -0.50303  0.0149
H  -0.54835  -5.68681  0.55229  0.0166
H  1.34390  -3.01724  -1.44491  0.0002
S  -1.65588  2.37016  -0.89456  0.0069
O  1.28049  1.76533  -0.09876  -0.0016
H  5.32911  -0.06026  3.48931  0.0000
H  -1.95586  4.24498  1.04095  0.0002
C  1.29918  2.48603  0.99892  0.0015
C  0.36799  -2.47203  1.15614  0.1578
H  -1.59605  0.22222  -2.80524  0.0018
C  -0.49119  -4.61656  0.43364  0.2349
H  0.96389  0.53777  -6.21692  0.0002
C  4.19094  -0.30980  1.69534  0.0009
N  -0.27430  -1.80019  0.13063  0.1709
C  4.17406  -4.86101  -1.33868  0.0036
C  -0.61882  0.22985  -3.27131  0.0082
H  5.27607  -1.89072  -0.15297  0.0002
H  3.63429  -0.01255  -2.53551  0.0000
C  5.05855  0.36942  2.53377  0.0001
C  5.56718  1.60465  2.15154  0.0004
O  0.01817  2.52837  3.07231  0.0098
H  2.89623  0.36361  -4.68385  -0.0001
N  2.73467  0.03676  -2.07887  0.0016
C  0.80596  0.42116  -5.15270  0.0035
O  1.93779  3.49133  1.17304  0.0014
H  -1.36026  0.43013  -5.25974  -0.0001
C  3.25238  -2.29236  -0.76426  -0.0002
C  5.04489  -3.90611  -0.83416  -0.0001
C  0.28015  -3.82748  1.29341  0.0312
H  4.52997  -5.86051  -1.55309  0.0002
H  0.94458  -1.86946  1.84530  0.0112
C  -0.48635  0.36077  -4.62976  0.0004
C  4.33107  1.48198  0.09275  0.0008
H  6.23417  2.14249  2.81244  0.0000
C  5.19996  2.15906  0.93594  0.0002
C  1.66390  0.16891  -2.93030  0.0041
H  -1.84506  -4.45281  -1.25173  -0.0026
H  -1.96376  -0.58129  1.38575  0.0007
H  2.15618  -5.27495  -1.94974  0.0006
C  -1.08460  -2.56541  -0.68750  0.1284
H  6.08302  -4.15674  -0.65782  -0.0001
H  -1.60888  -2.03175  -1.47257  0.0090
H  -3.18396  -0.52807  0.26416  0.0014
C  -1.20229  -3.91971  -0.56326  0.0312
C  -2.32095  2.33100  0.64825  0.0055
H  5.56468  3.13689  0.65153  0.0000
C  1.88251  0.32663  -4.30825  -0.0005
C  4.58863  -2.62679  -0.55023  0.0032
N  -2.42676  3.43331  1.40806  0.0023
H  4.00257  1.94438  -0.82823  0.0001
N  -2.81899  1.19177  1.19237  0.0011
H  3.78932  -1.26977  2.00367  0.0002


Entry 2:
Density functional theory data (the ωB97M-V functional and the def2-TZVPD basis) for C37H45AlAsCl4N5O7S2 as an isolated structure.

For the energy relative to the best compared isomer or geometry (same formula, charge and spin), the calculation gives 0.454 eV. Its total energy is -7352.23513 Ha. As for the frontier orbital gap: 0.255 hartree. The LUMO energy is -5.226 eV. Its charge is +2.

Last column: Mulliken charge in e.
Cartesian coordinates (Å):
O  2.59774  2.34970  -3.28026  -0.0197
H  -4.32491  1.90975  1.63788  0.3688
C  -4.70852  -7.54830  -0.80902  -0.7765
H  0.34767  -1.35710  5.54172  0.5424
H  -4.85569  3.34189  0.72871  0.4674
H  1.55108  3.50484  -4.57605  0.6587
H  -5.34702  -4.03179  1.87449  0.1626
C  -6.65500  -7.84863  0.61463  -0.4115
O  -0.33826  2.88269  -2.14227  -0.4762
H  -2.24777  1.77886  5.20473  0.3070
C  2.20113  1.79069  -0.51558  -0.3019
Cl  3.94765  -4.11945  -4.18873  -0.1990
N  -3.55328  -5.35135  -0.42071  -0.5647
C  5.12595  -1.70900  -3.96413  -0.6462
C  -1.14899  -1.91836  -0.33119  -0.6227
C  3.07380  0.27648  4.03622  -0.7513
As  -2.38913  3.30859  0.97275  0.9020
N  -4.93829  -4.62511  1.17484  0.0213
C  3.09773  2.56479  -5.70154  0.0156
O  -1.21284  2.08689  1.09158  0.2370
H  2.77575  -1.11292  5.64966  0.4280
H  4.69689  -0.20647  -0.22034  0.5326
C  2.21718  -0.32299  5.14166  -0.6887
H  1.82324  -2.34809  -3.57478  0.5049
H  -0.05543  3.01211  6.97339  0.3840
H  1.33779  1.76418  -4.81023  0.3010
C  2.74052  -1.77732  -3.60439  -1.2757
H  -1.33437  4.54891  2.85862  0.4004
H  -1.22821  0.90036  6.31417  0.3610
H  -2.59345  -0.21211  2.05693  0.6782
O  -1.00845  1.06609  -3.50525  -0.6527
H  -1.79014  3.15342  7.23602  0.4180
O  0.29352  0.19464  2.38127  -0.1611
H  2.42945  -0.91833  1.16414  1.0360
H  4.59919  2.32425  -3.82057  0.8869
C  3.93607  -2.41569  -3.89676  0.0668
H  4.23952  3.22350  -1.58319  0.3474
C  -1.02350  3.03944  6.47227  -1.3670
C  3.92086  0.32944  -3.42731  0.2169
H  -2.68311  5.47012  -0.10962  0.5223
C  -0.20136  1.63322  4.55982  -0.4837
H  1.07797  -1.81731  4.01605  0.5380
C  -3.01773  -3.17380  0.48240  1.2564
H  4.00046  0.66724  4.45313  0.4672
H  -7.48185  -8.48014  0.90944  0.3991
H  -4.09251  -2.13685  2.06303  0.3606
H  -2.22459  4.24968  -1.33624  0.3444
S  -0.30179  0.00635  3.78929  0.2672
C  -5.77577  -8.30446  -0.39009  -0.5098
C  -4.12098  2.53737  0.77116  -1.1546
C  5.09945  -0.34447  -3.72864  0.3759
S  4.98407  3.35722  -7.26234  -0.1522
Al  -0.23758  0.68995  0.62826  -1.3392
H  -2.62752  3.46730  3.45176  0.2212
H  -0.37134  2.30932  3.71959  0.0127
C  -5.40618  -5.86535  0.79935  0.7688
C  3.89334  1.81735  -3.15773  -0.7362
C  -2.02262  4.63347  -0.34380  -1.1607
H  -0.31892  -1.78548  -1.01240  0.9157
Cl  3.89850  5.12309  -5.11437  -0.1949
C  4.38547  1.76548  -7.46137  -0.4481
C  3.73912  0.27593  -0.13518  -1.1730
H  -1.71134  -3.83642  -1.08681  0.5852
C  -4.52317  -6.30220  -0.19886  0.5746
C  4.32501  2.14919  -1.73766  -1.6092
H  4.78666  1.13269  -8.23515  0.4629
H  -0.98505  4.95270  -0.26596  0.3694
O  -0.39471  0.68829  -1.28455  -0.2843
C  -6.49193  -6.62750  1.22812  -1.0594
H  -5.95409  -9.27262  -0.83670  0.3976
H  1.81819  0.10371  -3.14980  0.4366
H  2.00706  0.41358  5.92047  0.2834
N  3.46297  1.46222  -0.77581  0.3068
C  -1.92612  -3.04742  -0.38080  -0.9572
H  2.57085  1.09157  3.51317  0.0993
H  -4.03304  -7.89163  -1.57945  0.4447
O  -2.40310  1.82966  -1.75168  -0.6770
C  -2.34083  4.17487  2.67458  -1.1090
Cl  -1.06318  1.65650  -2.22945  1.7822
H  6.05328  -2.20865  -4.20277  0.5175
C  -2.42337  -1.03409  1.37279  -0.1628
C  -3.26282  -2.12344  1.37071  -1.5984
H  2.87946  0.52874  -6.54304  0.4392
C  3.39469  1.47851  -6.57668  -0.7073
C  -3.82931  -4.37832  0.40596  -0.1822
H  3.33557  -0.47354  3.29056  0.2364
H  -4.15419  1.95537  -0.14345  0.3707
C  2.07219  2.54875  -4.61754  -0.8950
H  0.80602  1.80878  4.93250  0.5714
H  5.35204  1.84457  -1.54841  0.4659
C  -1.25162  1.77420  5.65634  -0.3211
Cl  6.59689  0.53430  -3.82052  -0.1948
N  1.64499  0.89132  0.28976  1.0589
C  0.91656  -0.97243  4.69089  -0.8287
C  3.89828  3.63686  -5.97445  0.5519
H  -1.04321  3.93118  5.84302  0.2803
H  -3.04078  5.00986  2.67291  0.5464
H  -7.17076  -6.28601  1.99708  0.3884
N  -1.37510  -0.91687  0.54199  0.5931
H  1.70270  2.62936  -0.97236  0.7283
C  2.74578  -0.41234  -3.36992  0.6979
C  2.61457  -0.06705  0.53607  -1.0300


Entry 3:
Density functional theory data (the ωB97M-V functional and the def2-TZVPD basis) for a 6-piece molecular cluster, C18H48O18S6 overall.

For the energy relative to the best compared isomer or geometry (same formula, charge and spin), the calculation gives 2.768 eV. Its SMILES is CCOS(C)(=O)=O.CCOS(C)(=O)=O.CCOS(C)(=O)=O.CCOS(C)(=O)=O.CCOS(C)(=O)=O.CCOS(C)(=O)=O. Its total energy is -4457.91515 Ha. As for the frontier orbital gap: 0.413 hartree. The LUMO energy is 0.215 eV.

Last column: Mulliken charge in e.
Cartesian coordinates (Å):
H  -9.37394  1.06030  20.53016  0.2480
O  -5.16629  -1.58075  13.07709  -0.2481
H  -13.72398  -0.01303  8.95684  0.2712
C  -5.39872  -0.07716  24.08725  -0.8538
C  -8.28796  6.80194  9.36305  -1.1942
H  -7.25010  2.01234  20.85335  0.3287
O  -7.60895  -2.23368  13.08284  -0.6261
H  -7.59362  6.40422  8.62436  0.2992
H  -7.16838  -2.39992  15.92861  0.3115
H  -2.94407  -1.99097  11.91334  0.2893
C  -7.55974  1.27991  21.60090  -0.0995
S  -14.55320  4.43752  17.15355  1.2003
H  -9.32522  0.32071  22.23637  0.3199
C  -10.38202  1.91163  14.31172  -0.1918
H  -12.64050  -0.84100  9.91913  0.4294
H  -8.28270  7.87572  9.15520  0.3761
C  -3.57536  -2.87879  11.87224  -1.1526
H  -8.01113  6.65059  10.40300  0.3169
H  -15.06962  -1.80976  9.05071  0.2371
O  -9.79041  2.39102  9.39157  -0.5097
H  -8.03125  0.41764  16.43075  0.2600
C  -8.94365  0.60148  16.99970  -0.9255
O  -13.12680  4.42208  17.39459  -0.6007
H  -14.91943  0.21550  18.71425  0.3780
H  -16.55062  4.33180  18.54618  0.3119
O  -9.21870  3.77868  7.36244  -0.6205
C  -9.67766  6.22571  9.11431  -0.2914
O  -5.47637  2.48628  24.49098  -0.6121
S  -6.63301  -1.43321  13.78776  1.1406
S  -5.61416  1.58111  23.38786  1.2099
H  -11.88207  4.74967  8.07485  0.3584
C  -14.36911  1.82318  17.46382  -0.0775
O  -14.97729  2.92883  16.77111  -0.3072
C  -15.33562  1.18187  18.41963  -1.1937
H  -4.58019  -0.49183  23.50252  0.3082
H  -11.72760  1.09778  12.79246  0.2395
O  -15.92872  -0.72090  10.61891  -0.2589
O  -15.20246  5.25937  16.19941  -0.5893
H  -5.56653  -1.59143  15.89455  0.3215
C  -5.04735  -2.42697  11.94719  -0.2052
H  -5.62144  -3.35783  11.96494  0.3173
H  -14.03853  1.07420  16.74259  0.2574
O  -9.95227  0.54958  14.54534  -0.2253
H  -10.15693  1.52596  12.14690  0.3816
H  -5.45716  -1.87921  11.09587  0.3422
H  -9.65278  2.01557  21.81610  0.3234
C  -9.04820  1.13716  21.57151  -1.1318
C  -13.68214  -0.50414  9.93185  -1.1054
H  -11.13200  2.29713  15.00280  0.3317
H  -9.45569  2.48518  14.40312  0.2906
H  -15.48243  5.74717  18.84693  0.3967
O  -6.87714  -0.04654  14.04488  -0.5883
H  -7.19684  0.35303  21.14710  0.2933
C  -6.24602  -2.25428  15.36775  -0.9504
O  -17.75520  -2.38623  10.35747  -0.6167
C  -11.68102  3.72228  8.38881  -0.9036
O  -10.04360  -1.54133  15.88763  -0.6028
H  -8.97633  -0.00983  17.89866  0.3546
O  -7.16710  1.51492  22.97088  -0.2957
H  -15.39240  1.75970  19.34586  0.2653
H  -5.13192  -0.03270  25.13691  0.3159
H  -12.11989  3.60016  9.37433  0.2776
H  -13.59966  0.23453  10.73034  0.2476
H  -3.30428  -3.54981  11.06308  0.3698
H  -11.39122  2.74658  12.62195  0.4019
C  -17.36449  -0.62876  8.34677  -0.9434
H  -11.99815  3.06464  7.58677  0.3475
H  -16.70822  -1.41849  7.98356  0.3867
H  -3.41419  -3.40221  12.81740  0.2901
C  -10.90048  1.80225  12.88969  -1.2287
O  -4.77183  1.69155  22.22798  -0.6299
S  -9.89907  3.61993  8.63571  1.0802
H  -13.42677  2.08002  17.94900  0.3396
O  -11.51767  0.31457  16.48309  -0.5010
O  -18.22586  0.03362  10.68761  -0.6095
H  -10.44090  6.74682  9.69172  0.3072
H  -18.36487  -0.93033  8.03767  0.3759
H  -16.34868  1.00819  18.06271  0.3008
H  -6.33713  -0.58645  23.88947  0.2852
O  -9.66214  4.88401  9.61523  -0.2456
H  -5.88796  -3.23772  15.07371  0.3936
S  -17.43176  -1.01044  10.10636  1.1436
H  -15.04128  4.16780  19.51898  0.2918
H  -14.60841  -2.37076  10.63528  0.3285
C  -15.53005  4.67080  18.68751  -0.9487
H  -9.05632  1.67486  17.11952  0.3657
H  -17.13328  0.41975  8.22008  0.2862
H  -9.87402  6.21855  8.04057  0.4060
S  -10.24354  -0.12514  15.99040  1.0094
C  -14.82408  -1.47344  10.05845  -0.1754


energy relative to the best compared isomer or geometry (same formula, charge and spin) of number 3 (C18H48O18S6)? 2.768 eV


Look up the energy relative to the best compared isomer or geometry (same formula, charge and spin) of the first one. 0.220 eV


Which of these has the lowest energy relative to the best compared isomer or geometry (same formula, charge and spin)? C25H24ClN6O4PSTi